DFT (wB97M-V/def2-TZVPD) results for C20H28N2RuSi as an isolated structure.

Computed properties:
* HOMO level (alpha / beta): -0.524 / -0.539 Ha
* F_max: 2.7 eV/Å
* Kohn-Sham gap (alpha / beta): 7.76 / 4.25 eV
* ΔE to the lowest compared entry with this formula, charge and spin: 0.0 kcal/mol
* 2S+1: 5
* net charge: +2
* <S²>: 6.0407

Geometry as XYZ:
```
52
C20H28N2RuSi | OMol25 | wB97M-V/def2-TZVPD
Ru -0.04530 -0.09525 -0.08152
Si -0.06455 -0.78729 -2.30393
N -0.23744 -2.21629 0.81472
N 1.81282 -0.55552 1.36700
C 0.13141 1.99439 -0.87295
C -1.05794 1.68287 1.11512
C 3.61911 0.26774 -3.93124
C -1.48485 -3.78524 -5.41394
C 0.33697 1.77451 1.44672
C 0.24605 -2.29722 2.17383
C 3.30771 -2.06597 -4.47426
C 1.07522 1.95694 0.20430
C -3.32878 1.40651 -3.66865
C -0.80859 0.69845 -4.66348
C 1.70470 -1.79096 2.17829
C 1.60326 -0.88092 -3.20932
C -1.19721 1.81223 -0.30694
C 4.09316 -0.90273 -4.52331
C -1.64079 1.56102 -5.39046
C 2.06406 -2.05803 -3.82682
C -2.49528 0.54613 -2.93717
C 2.37420 0.27771 -3.26720
C -1.21516 0.23347 -3.40585
C -2.89922 1.92241 -4.89451
H -0.35460 -1.57573 2.76291
H -4.30747 1.67052 -3.26860
H 2.39896 -2.55931 1.81826
H 2.15166 2.10238 0.10101
H -3.53875 2.60093 -5.45853
H 3.67482 -2.98054 -4.94474
H 0.36110 2.24812 -1.91761
H -0.59296 -2.17881 -2.43296
H -2.13381 1.89994 -0.86635
H 0.18103 -3.29147 2.66633
H 0.16222 0.40088 -5.06862
H -1.77563 -3.01974 -6.13046
H 2.41340 -0.69529 0.57990
H -0.99048 -2.87506 0.60420
H 2.02131 1.20589 -2.81060
H 1.96529 -1.58042 3.18629
H 5.06462 -0.91511 -5.01847
H -1.29666 1.95159 -6.34877
H 1.44960 -2.96364 -3.80669
H -1.49581 -4.75721 -5.90500
H 4.20643 1.18671 -3.97265
H -2.18914 -3.79769 -4.58499
H -0.48122 -3.58216 -5.04750
H 2.26707 0.17498 1.89563
H 0.75373 1.72512 2.44282
H 0.57481 -2.39756 0.22726
H -1.88222 1.55275 1.84013
H -2.84124 0.14969 -1.97642
```

These are the Löwdin partial charges, in e, on atoms 1 to 6: Ru 1.0958; Si 0.6419; N -0.0722; N -0.0273; C -0.2006; C -0.1185